Formula: C51H39Cl2N4OP2Re
Source: OMol25
Level of theory: the ωB97M-V functional and the def2-TZVPD basis

Summary:
Net charge   +3
Spin multiplicity   2
Orbital gap (alpha / beta)   6.69 / 5.95 eV

```
100
C51H39Cl2N4OP2Re | OMol25 | the ωB97M-V functional and the def2-TZVPD basis
Re 0.05 -0.25 -0.81
Cl -4.20 -4.91 3.12
C -3.23 -3.65 2.46
C -3.40 -2.34 2.92
C -2.64 -1.30 2.41
C -1.70 -1.55 1.41
O -0.96 -0.55 0.97
C -1.53 -2.87 0.95
C -0.56 -3.18 -0.02
N 0.11 -2.34 -0.76
C 1.17 -2.91 -1.55
C 1.24 -4.21 -1.98
C 2.39 -4.68 -2.65
C 3.44 -3.84 -2.90
C 3.37 -2.48 -2.53
C 4.36 -1.54 -2.86
C 4.16 -0.22 -2.57
C 2.96 0.16 -1.94
N 2.02 -0.69 -1.58
C 2.22 -2.02 -1.86
C -2.29 -3.92 1.50
H -4.15 -2.14 3.68
H -2.80 -0.30 2.77
H -0.33 -4.24 -0.13
H 0.42 -4.90 -1.83
H 2.42 -5.71 -2.97
H 4.33 -4.21 -3.41
H 5.27 -1.86 -3.36
H 4.88 0.54 -2.82
H 2.79 1.21 -1.74
H -2.15 -4.94 1.15
Cl 0.46 2.16 -1.46
C 1.03 3.09 -0.06
C 1.00 4.46 -0.17
C 1.44 5.20 0.92
C 1.87 4.55 2.08
C 1.88 3.17 2.14
C 1.47 2.40 1.06
P 1.54 0.59 1.10
C 1.22 0.22 2.86
C 0.01 0.55 3.46
C -0.18 0.38 4.82
C 0.84 -0.12 5.61
C 2.06 -0.43 5.04
C 2.26 -0.26 3.67
C 3.28 0.13 0.89
C 3.60 -1.23 0.87
C 4.92 -1.62 0.77
C 5.93 -0.67 0.68
C 5.61 0.68 0.70
C 4.29 1.09 0.80
H 0.65 4.95 -1.07
H 1.43 6.28 0.88
H 2.20 5.13 2.93
H 2.22 2.67 3.05
H -0.78 0.99 2.87
H -1.13 0.66 5.27
H 0.70 -0.25 6.68
H 2.88 -0.80 5.64
H 3.23 -0.50 3.26
H 2.82 -1.98 0.97
H 5.17 -2.68 0.77
H 6.96 -0.98 0.61
H 6.40 1.42 0.64
H 4.06 2.14 0.82
N -2.39 1.02 -2.57
P -2.25 0.72 -0.92
C -3.79 -0.13 -0.54
C -3.93 -1.50 -0.72
C -5.17 -2.10 -0.56
C -6.27 -1.33 -0.22
C -6.15 0.04 -0.07
C -4.91 0.65 -0.22
C -2.36 2.35 -0.14
C -2.35 2.44 1.25
C -2.44 3.68 1.86
C -2.58 4.83 1.09
C -2.61 4.74 -0.29
C -2.50 3.50 -0.91
C -1.52 0.48 -3.48
C -1.80 0.64 -4.84
C -0.96 0.10 -5.78
C 0.16 -0.61 -5.32
C 0.38 -0.71 -3.98
N -0.43 -0.18 -3.01
H -3.28 1.32 -2.95
H -3.09 -2.11 -1.03
H -5.27 -3.17 -0.70
H -7.24 -1.80 -0.09
H -7.01 0.64 0.18
H -4.82 1.72 -0.07
H -2.30 1.55 1.85
H -2.44 3.75 2.94
H -2.67 5.79 1.57
H -2.73 5.63 -0.89
H -2.51 3.45 -1.99
H -2.68 1.19 -5.13
H -1.16 0.21 -6.83
H 0.86 -1.07 -6.01
H 1.23 -1.27 -3.65
```

Formula: C5H7Cl
Source: OMol25
Level of theory: the ωB97M-V functional and the def2-TZVPD basis

Summary:
Spin multiplicity   1
Orbital gap   8.46 eV

```
13
C5H7Cl | OMol25 | the ωB97M-V functional and the def2-TZVPD basis
C -0.77 -0.08 -0.99
C -0.18 1.40 -3.29
C -0.64 -0.59 0.28
C -0.11 1.09 -1.72
C 0.35 -0.25 1.33
Cl 1.19 2.35 -3.67
H -1.39 -1.45 0.67
H 0.89 1.19 -1.38
H -0.70 2.01 -1.29
H -1.63 -0.60 -1.54
H -0.14 0.00 2.40
H 1.04 0.61 0.95
H 0.99 -1.12 1.69
```

Formula: C37H26ClN8NaO2
Source: OMol25
Level of theory: the ωB97M-V functional and the def2-TZVPD basis

Summary:
Net charge   -2
Spin multiplicity   1
Orbital gap   3.25 eV

```
75
C37H26ClN8NaO2 | OMol25 | the ωB97M-V functional and the def2-TZVPD basis
Na 0.79 0.94 0.74
C 0.94 4.96 2.02
C -0.39 5.34 2.31
C -1.35 4.38 2.42
C -1.03 2.99 2.20
N 0.28 2.65 1.98
C 1.19 3.61 1.89
N -2.03 2.13 2.28
C -2.05 0.82 1.93
N -1.23 0.10 1.12
C -1.71 -1.21 1.08
N -1.12 -2.32 0.59
C -0.08 -2.52 -0.15
C 0.43 -3.86 -0.27
C 1.63 -4.14 -0.84
C 2.42 -3.05 -1.36
C 1.88 -1.81 -1.39
N 0.62 -1.53 -0.92
C -2.89 -1.32 1.87
C -3.76 -2.37 2.18
C -4.85 -2.11 2.99
C -5.10 -0.82 3.49
C -4.24 0.23 3.20
C -3.13 -0.02 2.40
H 1.73 5.70 1.91
H -0.63 6.39 2.45
H -2.38 4.63 2.65
H 2.21 3.27 1.69
H -0.16 -4.63 0.20
H 2.01 -5.15 -0.88
H 3.44 -3.20 -1.70
H 2.43 -0.96 -1.77
H -3.58 -3.37 1.79
H -5.54 -2.91 3.24
H -5.97 -0.64 4.12
H -4.41 1.23 3.58
O 4.45 1.41 -1.63
C 3.34 1.41 -1.09
N 2.89 0.73 -0.02
C 3.71 0.00 0.77
O 4.94 -0.08 0.79
C 2.93 -0.79 1.80
C 3.37 -2.06 2.19
C 2.63 -2.76 3.13
C 1.49 -2.18 3.66
C 1.15 -0.90 3.24
N 1.85 -0.23 2.34
C 2.25 2.26 -1.73
C 2.47 2.78 -3.01
C 1.46 3.50 -3.62
C 0.26 3.70 -2.93
C 0.15 3.16 -1.66
N 1.11 2.45 -1.08
H 4.27 -2.47 1.75
H 2.93 -3.76 3.43
H 0.88 -2.70 4.38
H 0.27 -0.40 3.63
H 3.42 2.60 -3.49
H 1.59 3.89 -4.62
H -0.55 4.25 -3.38
H -0.75 3.31 -1.07
Cl -2.66 -2.76 -6.57
C -1.94 -2.08 -5.13
C -0.66 -1.55 -5.20
C -0.09 -1.02 -4.05
C -0.79 -1.00 -2.84
C -0.15 -0.49 -1.58
C -2.07 -1.55 -2.81
C -2.65 -2.09 -3.94
H -0.12 -1.55 -6.14
H 0.91 -0.60 -4.09
H 0.53 0.33 -1.81
H -0.91 -0.14 -0.88
H -2.61 -1.56 -1.87
H -3.65 -2.50 -3.92
```

Formula: C32H30Cl5LaN7O2
Source: OMol25
Level of theory: the ωB97M-V functional and the def2-TZVPD basis

Summary:
Net charge   +3
Spin multiplicity   1
Orbital gap   4.55 eV

```
77
C32H30Cl5LaN7O2 | OMol25 | the ωB97M-V functional and the def2-TZVPD basis
La 2.34 -0.06 0.21
Cl 4.20 -4.90 5.50
C 3.95 -4.05 4.05
C 3.53 -2.71 4.10
Cl 3.25 -1.91 5.58
C 3.34 -2.06 2.89
Cl 2.77 -0.35 2.90
C 3.55 -2.64 1.65
O 3.33 -1.89 0.55
C 3.96 -3.97 1.61
Cl 4.21 -4.70 0.08
C 4.16 -4.67 2.81
Cl 4.67 -6.29 2.75
N 4.78 0.76 -3.33
C 5.94 1.72 -3.01
C 6.97 0.93 -2.23
C 6.59 0.70 -0.77
N 5.44 -0.24 -0.63
C 6.26 2.02 -0.09
C 5.19 2.86 -0.78
N 3.80 2.41 -0.42
C 5.44 2.96 -2.29
H 5.08 0.05 -4.00
H 3.99 1.25 -3.75
H 4.51 0.30 -2.45
H 6.32 1.99 -4.00
H 7.90 1.52 -2.24
H 7.23 -0.01 -2.74
H 7.46 0.26 -0.28
H 5.34 -0.41 0.37
H 5.68 -1.17 -0.98
H 7.18 2.61 -0.05
H 5.99 1.86 0.96
H 5.28 3.88 -0.41
H 3.14 3.06 -0.86
H 3.72 2.69 0.57
H 6.26 3.68 -2.41
H 4.60 3.42 -2.82
C -11.90 0.59 -0.13
O -11.04 -0.56 -0.15
C -9.72 -0.36 -0.09
C -9.10 0.89 -0.02
C -7.72 0.95 0.03
C -6.94 -0.20 0.01
C -7.57 -1.45 -0.06
C -8.94 -1.53 -0.11
C -5.49 -0.16 0.06
N -4.69 -1.22 0.01
C -3.44 -0.71 0.08
C -3.44 0.67 0.18
N -4.77 1.01 0.17
C -2.25 1.42 0.28
C -2.18 2.82 0.40
C -0.97 3.45 0.51
C 0.19 2.67 0.51
N 0.17 1.36 0.37
C -1.02 0.71 0.26
C -1.01 -0.74 0.14
N 0.20 -1.39 0.13
C 0.20 -2.72 0.07
C -0.96 -3.49 -0.02
C -2.17 -2.84 -0.02
C -2.21 -1.44 0.07
H -12.91 0.20 -0.18
H -11.70 1.22 -1.00
H -11.77 1.15 0.79
H -9.68 1.80 -0.01
H -7.28 1.94 0.08
H -6.98 -2.35 -0.07
H -9.45 -2.48 -0.16
H -5.18 1.92 0.23
H -3.09 3.41 0.41
H -0.90 4.53 0.62
H 1.16 3.15 0.63
H 1.17 -3.20 0.07
H -0.88 -4.56 -0.08
H -3.11 -3.39 -0.08
```

Formula: C21H60N4O9
Source: OMol25
Level of theory: the ωB97M-V functional and the def2-TZVPD basis

Summary:
Spin multiplicity   1
Structure (SMILES)   NC(N)=O.NC(N)=O.CC(C)O.CC(C)O.CC(C)O.CC(C)O.CC(C)O.CC(C)O.CO
Orbital gap   8.71 eV

```
94
C21H60N4O9 | OMol25 | the ωB97M-V functional and the def2-TZVPD basis
N 17.87 -18.11 -2.65
C 17.69 -16.80 -2.45
N 16.54 -16.32 -2.93
O 18.75 -15.98 -2.04
H 18.73 -18.53 -2.28
H 17.00 -18.73 -2.43
H 16.48 -15.30 -2.77
H 15.73 -16.69 -2.38
N 19.95 -19.69 -1.84
C 19.06 -20.62 -1.82
N 18.22 -20.62 -0.82
O 18.94 -21.52 -2.86
H 20.71 -19.76 -2.49
H 20.14 -19.12 -0.99
H 17.60 -21.40 -0.72
H 18.29 -19.99 -0.02
C 23.43 -14.92 -4.69
C 22.78 -14.78 -6.07
C 23.79 -14.27 -7.07
O 22.29 -15.84 -6.61
H 22.82 -15.08 -3.87
H 23.99 -13.96 -4.46
H 24.25 -15.68 -4.82
H 22.01 -14.01 -5.95
H 24.26 -13.38 -6.74
H 23.30 -14.00 -8.02
H 24.56 -14.99 -7.40
H 23.02 -16.33 -6.93
C 24.24 -12.98 -1.50
C 23.40 -13.62 -0.44
C 24.14 -14.54 0.44
O 22.85 -12.77 0.30
H 23.73 -12.38 -2.24
H 24.56 -13.89 -2.03
H 25.16 -12.52 -1.12
H 22.59 -14.07 -1.00
H 23.58 -14.95 1.30
H 25.05 -14.00 0.76
H 24.52 -15.36 -0.11
H 23.52 -12.17 0.63
C 19.66 -20.00 2.18
C 18.80 -18.72 2.32
C 17.68 -18.53 1.30
O 18.19 -18.61 3.42
H 19.05 -20.92 1.93
H 20.22 -20.14 3.08
H 20.26 -19.91 1.25
H 19.55 -17.90 2.18
H 17.04 -19.36 1.23
H 18.10 -18.43 0.30
H 17.11 -17.59 1.38
H 17.29 -18.99 3.39
C 20.46 -17.05 -4.37
C 19.74 -17.91 -5.38
C 20.30 -19.35 -5.23
O 18.49 -17.95 -5.22
H 20.31 -15.93 -4.44
H 21.53 -17.11 -4.46
H 20.24 -17.41 -3.42
H 19.98 -17.45 -6.36
H 19.99 -19.89 -4.38
H 21.40 -19.26 -5.13
H 20.11 -19.89 -6.18
H 18.39 -18.20 -4.23
C 19.44 -12.72 -0.99
C 19.73 -12.03 -2.29
C 20.64 -12.91 -3.09
O 18.78 -11.73 -3.00
H 18.73 -12.30 -0.30
H 20.38 -12.89 -0.43
H 19.00 -13.68 -1.27
H 20.20 -11.08 -2.04
H 20.71 -12.64 -4.10
H 20.37 -13.97 -3.03
H 21.69 -12.80 -2.70
H 19.05 -11.14 -3.68
C 22.52 -17.90 0.48
C 21.61 -16.83 -0.21
C 22.04 -16.63 -1.61
O 20.36 -17.11 -0.22
H 22.46 -18.81 -0.10
H 22.26 -17.96 1.56
H 23.51 -17.52 0.46
H 21.68 -15.87 0.32
H 21.46 -15.89 -2.18
H 22.03 -17.58 -2.15
H 23.06 -16.25 -1.67
H 19.91 -16.45 -0.77
C 18.42 -14.70 1.18
O 17.69 -14.96 2.32
H 17.98 -13.88 0.68
H 18.27 -15.58 0.52
H 19.45 -14.56 1.30
H 16.79 -14.90 2.01
```

Formula: C32H42FN4O7PPt
Source: OMol25
Level of theory: the ωB97M-V functional and the def2-TZVPD basis

Summary:
Net charge   +2
Spin multiplicity   1
Orbital gap   7.89 eV

```
88
C32H42FN4O7PPt | OMol25 | the ωB97M-V functional and the def2-TZVPD basis
Pt 1.53 2.25 -0.29
C -1.49 -4.06 3.10
C -0.24 -4.03 2.23
N -0.14 -2.77 1.45
C 0.63 -1.80 1.91
C 0.85 -0.59 1.27
C 1.83 0.30 1.95
O 2.34 -0.06 2.99
O 2.15 1.45 1.42
C 0.23 -0.36 0.05
O 0.43 0.64 -0.73
C -0.67 -1.39 -0.44
C -1.34 -1.21 -1.65
C -2.15 -2.20 -2.14
F -2.74 -2.01 -3.33
C -2.36 -3.41 -1.45
C -1.69 -3.58 -0.25
C -0.84 -2.59 0.26
N -3.20 -4.44 -1.92
C -4.22 -4.17 -2.92
C -5.16 -5.39 -3.00
N -5.04 -6.16 -1.71
C -3.68 -6.80 -1.60
C -2.64 -5.78 -2.08
H -1.53 -5.00 3.64
H -2.41 -3.97 2.51
H -1.47 -3.25 3.83
H -0.19 -4.86 1.53
H 0.66 -4.09 2.83
H 1.17 -1.99 2.83
H -1.21 -0.30 -2.23
H -1.86 -4.48 0.32
H -3.82 -4.01 -3.92
H -4.78 -3.28 -2.64
H -4.89 -6.08 -3.79
H -6.20 -5.10 -3.13
H -5.78 -6.87 -1.64
H -5.16 -5.51 -0.94
H -3.69 -7.70 -2.22
H -3.55 -7.09 -0.56
H -2.38 -5.96 -3.13
H -1.73 -5.89 -1.50
C 3.26 1.53 -1.22
C 3.57 0.15 -0.84
C 2.94 -0.88 -1.56
C 2.94 -2.17 -1.09
C 3.57 -2.46 0.12
C 4.31 -1.47 0.78
C 4.30 -0.18 0.30
C 3.31 -3.73 0.74
N 2.94 -4.70 1.22
H 2.99 1.66 -2.27
H 3.98 2.28 -0.89
H 2.42 -0.64 -2.48
H 2.43 -2.96 -1.63
H 4.81 -1.70 1.71
H 4.82 0.60 0.85
C 2.74 6.40 0.76
C 3.10 4.94 0.91
C 2.76 4.41 2.27
C 4.54 4.68 0.51
O 2.28 4.15 -0.15
P 0.80 4.69 -0.86
O 0.80 5.98 -1.54
O 0.64 3.38 -1.69
O -0.06 4.52 0.45
C -1.44 5.07 0.63
C -1.96 4.31 1.83
C -1.31 6.55 0.90
C -2.25 4.78 -0.62
H 3.38 6.96 1.44
H 1.71 6.60 1.04
H 2.92 6.77 -0.25
H 3.36 4.95 3.00
H 2.98 3.35 2.37
H 1.71 4.58 2.51
H 5.19 5.25 1.18
H 4.73 5.02 -0.51
H 4.80 3.63 0.62
H -1.31 4.46 2.69
H -2.03 3.24 1.62
H -2.96 4.67 2.09
H -0.79 6.73 1.85
H -2.31 7.00 0.98
H -0.78 7.05 0.09
H -2.23 3.71 -0.86
H -1.87 5.34 -1.47
H -3.28 5.08 -0.46
```

Formula: C15H24CsN3O9
Source: OMol25
Level of theory: the ωB97M-V functional and the def2-TZVPD basis

Summary:
Spin multiplicity   1
Orbital gap   7.56 eV

```
52
C15H24CsN3O9 | OMol25 | the ωB97M-V functional and the def2-TZVPD basis
Cs 1.05 -0.02 0.33
C -1.62 -1.94 1.79
O -1.50 -0.70 2.45
C -2.62 0.12 2.21
C -2.44 1.47 2.91
O -1.54 2.34 2.28
C -2.10 3.07 1.20
C -1.04 4.05 0.68
O -0.17 3.52 -0.29
C -0.74 3.48 -1.58
H -2.44 -2.53 2.22
H -0.68 -2.46 1.91
H -1.80 -1.80 0.72
H -3.53 -0.37 2.61
H -2.75 0.28 1.13
H -2.03 1.29 3.91
H -3.43 1.95 3.02
H -2.97 3.64 1.56
H -2.40 2.41 0.39
H -0.40 4.34 1.53
H -1.54 4.95 0.29
H -1.02 4.49 -1.91
H -1.62 2.83 -1.62
H 0.02 3.07 -2.24
O 1.08 -2.31 -0.74
C 1.30 -2.47 -1.93
C 0.81 -1.71 -3.05
C 1.05 -2.19 -4.33
C 0.55 -1.54 -5.45
C -0.18 -0.34 -5.29
C -0.42 0.15 -4.05
C 0.05 -0.49 -2.85
O -0.19 0.00 -1.73
N 0.78 -2.07 -6.73
O 0.34 -1.46 -7.70
O 1.40 -3.12 -6.83
H 1.95 -3.31 -2.25
H 1.60 -3.11 -4.48
H -0.55 0.15 -6.18
H -0.99 1.06 -3.92
C 3.75 -3.01 2.83
O 3.12 -2.15 3.78
C 2.60 -1.01 3.29
O 2.66 -0.66 2.14
N 2.05 -0.30 4.30
N 1.23 0.79 4.01
H 4.37 -3.70 3.40
H 4.36 -2.43 2.14
H 3.00 -3.56 2.26
H 1.97 -0.76 5.20
H 1.38 1.54 4.68
H 0.25 0.53 3.99
```